No. 1
22
Properties=species:S:1:pos:R:3 method="wB97M-V/def2-TZVPD" lumo_energy_ha=0.00393
C -2.907 -0.484 4.404
C -2.774 -0.159 3.261
C -1.412 0.659 -0.707
C -1.075 0.468 -2.031
C -0.705 0.000 0.323
C 1.050 -0.441 -1.791
C 3.719 -0.076 -1.237
C -2.544 0.199 1.875
N -0.066 -0.270 -2.425
N 0.488 -0.482 0.132
O -1.219 -0.198 1.549
S 2.229 0.879 -1.665
I 1.276 -1.714 1.538
H -3.036 -0.752 5.410
H -2.322 1.176 -0.468
H -1.752 0.798 -2.808
H 1.541 -1.405 -1.874
H 3.621 -0.467 -0.230
H 4.556 0.613 -1.292
H 3.850 -0.880 -1.957
H -2.668 1.283 1.750
H -3.266 -0.327 1.232

=====

No. 2
68
Properties=species:S:1:pos:R:3 method="wB97M-V/def2-TZVPD" spin_multiplicity=4 lumo_energy_ha="-0.25085 / -0.35071" total_charge=+2
Tc 0.727 -0.044 0.895
C 3.839 2.968 1.703
C 2.571 2.292 2.091
C 2.567 1.145 2.889
C 1.366 0.545 3.277
C 0.126 1.098 2.885
C 0.131 2.284 2.115
C 1.328 2.841 1.704
H 4.065 3.744 2.441
H 3.747 3.458 0.735
H 4.677 2.275 1.676
H 3.505 0.718 3.220
H 1.384 -0.288 3.969
H -0.788 0.754 3.351
H -0.805 2.770 1.866
H 1.323 3.740 1.100
C -4.070 2.780 -0.410
C -4.806 2.004 0.697
C -4.605 2.725 2.041
C -6.301 1.997 0.367
C -4.233 0.598 0.816
C -5.050 -0.544 0.867
C -4.530 -1.818 0.997
C -3.154 -1.960 1.080
S -2.214 -3.420 1.233
C -0.784 -2.502 1.235
N -0.966 -1.185 1.137
C -2.316 -0.845 1.034
C -2.856 0.427 0.898
C 0.581 -2.971 1.268
C 0.989 -4.286 1.449
C 2.344 -4.581 1.427
C 3.280 -3.572 1.224
C 2.875 -2.253 1.043
C 1.524 -1.947 1.069
H -4.580 3.725 -0.591
H -4.063 2.214 -1.343
H -3.040 3.017 -0.134
H -4.951 3.756 1.955
H -3.552 2.746 2.334
H -5.173 2.240 2.836
H -6.647 3.023 0.246
H -6.893 1.551 1.167
H -6.504 1.466 -0.565
H -6.122 -0.444 0.797
H -5.176 -2.685 1.023
H -2.193 1.282 0.838
H 0.252 -5.063 1.610
H 2.673 -5.602 1.564
H 4.335 -3.810 1.211
H 3.620 -1.483 0.871
O 3.908 0.493 -0.674
C 2.893 0.199 -1.254
O 1.704 0.363 -0.597
C 2.812 -0.356 -2.611
C 1.583 -0.653 -3.201
C 1.502 -1.154 -4.493
C 2.693 -1.337 -5.162
O 2.893 -1.790 -6.409
C 4.300 -1.751 -6.657
O 4.921 -1.319 -5.450
C 3.932 -1.045 -4.569
C 4.023 -0.556 -3.296
H 0.671 -0.477 -2.646
H 0.558 -1.386 -4.963
H 4.515 -1.045 -7.462
H 4.660 -2.743 -6.933
H 4.972 -0.327 -2.834